[1]
This record from the Open Molecules 2025 dataset describes one molecule with the formula C16H22ClN5 at a distorted geometry. The level of theory is wB97M-V/def2-TZVPD.

multiplicity	1
highest occupied orbital energy	-0.2798	Eh
ΔE to the lowest compared entry with this formula, charge and spin	0.549	eV
net charge	0
F_max	4.60	eV/Å
total energy	-36919.681	eV
Kohn-Sham gap	0.2974	hartree

Last column: Löwdin charge in e.
Atoms and positions in Å:
H -0.29698 2.71690 -3.12975  0.162
C 3.73481 0.68519 2.85142  -0.178
C 0.85292 -1.54464 1.70232  -0.152
H 3.79907 1.73843 2.56101  0.112
C -3.45776 -1.74307 -1.76185  -0.052
C -2.37538 -0.93004 -2.01300  -0.272
H 1.08774 -2.47115 2.25797  0.115
C 3.17083 -0.30678 1.89503  -0.136
H -5.46958 -2.05797 -1.86646  0.118
C -1.18396 1.95040 -5.11348  -0.037
H 1.20493 0.63077 1.76800  0.139
N 0.77901 -0.60156 -0.59280  0.062
H 1.27760 -0.94230 4.29639  0.098
H -0.27265 -1.41886 1.73272  0.128
H 2.87944 2.10394 5.14007  0.082
C 3.07749 1.02366 5.26221  -0.121
C -0.21690 -0.36972 -1.41378  -0.388
N -1.28571 -1.21326 -1.35777  0.161
C -3.87305 0.74336 -3.11033  -0.029
H 0.66281 0.69039 3.83704  0.136
C 1.63588 -0.28661 2.23324  -0.321
C -2.58799 0.30153 -2.67656  -0.094
N -0.26083 0.69563 -2.23460  0.173
C -4.96979 -0.09658 -2.80329  -0.667
H 0.16298 -2.67629 -0.02717  0.134
Cl -6.55023 0.45890 -3.10551  0.676
H 3.58626 -1.26630 2.24099  0.132
H -1.14618 2.76908 -5.75937  0.042
H 2.01967 -2.27473 -0.13307  0.108
H -3.32031 -2.61273 -1.15218  0.119
C 1.44732 -0.11144 3.68712  -0.140
H -2.18304 1.45643 -5.21035  0.073
H 1.31737 0.18634 -0.19422  0.127
H -3.97359 1.62679 -3.69097  0.096
H 4.08765 0.75478 5.58859  0.080
H 2.37607 0.65423 6.05811  0.093
H 3.26447 -0.15199 0.86338  0.086
H -0.46247 1.19302 -5.43839  0.073
C 1.02019 -1.90575 0.18854  -0.145
C -4.65498 -1.36607 -2.15503  -0.091
N -1.12614 2.13084 -3.56154  -0.034
C -1.38748 1.00589 -2.78975  -0.346
H 4.77140 0.44496 3.10853  0.113
N 2.83911 0.38637 4.01854  -0.233

Forces on atoms 1 to 2 (eV/Å):
H -2.115 -2.130 -1.657
C -0.654 -0.075 1.845

[2]
This record from the Open Molecules 2025 dataset describes a 3-piece molecular cluster, C16H22F16O5P overall at a distorted geometry. The level of theory is wB97M-V/def2-TZVPD.

multiplicity	1
highest occupied orbital energy	-0.4750	Eh
net charge	+1
F_max	2.79	eV/Å
total energy	-79947.551	eV
Kohn-Sham gap	0.3188	hartree

Last column: Löwdin charge in e.
Atoms and positions in Å:
H 2.78644 2.41172 -0.56293  0.117
F 5.44035 1.70440 -3.97719  0.097
C -3.79895 0.23562 2.98301  -0.270
H 5.76969 1.09262 -2.11048  0.172
H -3.91149 -0.58655 3.67541  0.101
F 5.96208 4.05769 0.17012  0.156
F -1.80154 -2.92534 0.43256  0.090
F -4.58869 -5.43645 -2.56035  0.157
C 4.05488 2.42215 -2.22874  -0.437
H 0.67196 -0.42440 2.77529  0.094
O -5.27878 0.79811 0.74206  -0.174
O -3.36388 -3.87626 -1.62389  0.029
F -3.07958 -5.61078 0.58630  0.097
P -4.55179 -0.36809 1.48471  0.987
C -1.12060 -3.03393 -0.74519  -0.422
F -2.50260 -5.88766 -2.20814  0.168
C 0.75078 -0.66977 1.72613  0.027
C -2.11502 -3.25956 -1.90140  -0.040
F 6.36646 2.96461 -2.45680  0.104
H -5.19277 0.76603 -0.22314  0.114
F 0.83938 -3.59042 0.43894  0.095
C -3.56712 -5.24486 -1.70637  -0.541
C 4.86896 4.83032 0.04041  -0.542
H -1.95372 -0.18038 1.99631  0.057
H -1.38954 2.41088 3.09546  0.123
F 3.25971 1.35067 -2.51089  0.097
F 3.63176 3.44362 -3.00247  0.136
C 0.82575 0.56230 0.89029  -0.467
O 3.75980 4.12086 -0.35701  0.044
C 5.12699 6.03871 -0.86534  -0.291
H -5.45232 -1.39146 1.77058  0.054
C -4.01490 -5.83018 -0.36286  -0.295
C 0.06868 -3.99612 -0.60054  -0.298
C 5.46156 1.99010 -2.65466  -0.310
F 6.22380 6.68812 -0.41747  0.103
H -2.40070 -2.25157 -2.20030  0.144
H 0.67721 -3.98126 -1.50872  0.181
F 5.34895 5.64636 -2.13256  0.106
O 1.31665 0.56447 -0.23407  0.115
H -4.33780 1.09684 3.34600  0.111
H -1.76653 0.26418 3.67280  0.120
H 1.58986 -1.30007 1.51607  0.092
F -0.56501 -1.80997 -0.97208  0.095
H 4.43591 2.16159 -0.08364  0.149
H -3.59105 -0.93015 0.64482  0.050
H -1.38465 1.26607 0.34054  0.125
H 4.26914 6.71402 -0.84389  0.175
F -4.18553 -7.15632 -0.50260  0.120
F 4.59515 5.33098 1.26706  0.139
H -1.11713 2.94230 0.64670  0.130
C -1.04795 1.96721 1.09838  -0.183
H -0.15393 -1.18754 1.45900  0.053
C -1.94905 1.92103 2.31844  -0.145
F -0.32827 -5.25052 -0.34651  0.116
H -2.83012 2.52298 2.13748  0.116
O 0.30975 1.71999 1.44458  -0.013
C -2.29058 0.48857 2.76478  -0.216
H -4.95518 -5.37159 -0.04820  0.172
H -1.62699 -3.69664 -2.77124  0.153
C 3.80212 2.75273 -0.74458  -0.037

Forces on atoms 1 to 2 (eV/Å):
H -0.065 -0.027 -0.096
F -0.037 0.007 0.029

[3]
This record from the Open Molecules 2025 dataset describes C16H22FeNO2 as an isolated structure at a distorted geometry. The level of theory is wB97M-V/def2-TZVPD.

multiplicity	5
highest occupied orbital energy (alpha / beta)	-0.0015 / -0.1256	Eh
ΔE to the lowest compared entry with this formula, charge and spin	1.338	eV
net charge	-1
F_max	2.94	eV/Å
total energy	-56914.357	eV
<S²>	6.0892
Kohn-Sham gap (alpha / beta)	0.1080 / 0.2300	hartree

Last column: Mulliken spin population.
Atoms and positions in Å:
H -6.33654 -1.63245 -0.75768  -0.002
C 3.23774 -0.94112 0.27970  0.006
C 3.73882 2.28254 0.50041  -0.038
H 1.57254 -3.19665 -1.02471  -0.021
C 1.45039 2.10550 0.01938  0.135
H 3.41769 2.89105 2.65606  0.017
C 1.58209 2.46001 1.41918  -0.051
H -5.17615 1.21642 -0.69142  0.026
N -0.26364 -0.30481 -0.79285  -3.138
H 1.45132 -0.93243 -1.77265  -0.138
H 2.66956 -0.36678 3.57737  0.004
H 4.81873 2.35233 0.38172  0.012
C -5.14342 0.14270 -0.45495  -0.116
Fe 2.53842 0.78492 0.97719  3.025
H 4.79735 -0.68257 1.89022  0.002
C 0.86824 -1.21534 -0.87727  0.548
H 3.81049 -1.18588 -0.61261  -0.018
H -1.73861 -1.60407 -1.73171  0.418
H -7.26602 -0.12616 -0.69316  -0.010
H 0.75728 2.68796 2.09102  0.004
C 1.39952 -0.67834 1.71730  0.084
C 2.61421 -0.49542 2.49511  0.018
C 1.78315 -0.88900 0.31647  0.251
C 0.58486 -2.71785 -0.98105  0.018
H 0.07779 0.57109 -1.16677  0.235
C 2.99488 2.54850 1.71937  0.084
C 3.74705 -0.67004 1.60383  0.055
H -5.10376 -0.00047 0.63229  0.056
C -1.63004 -0.54109 -1.47796  2.227
H 0.38146 -0.69626 2.11130  0.033
H -1.70987 0.08222 -2.39276  -0.144
H 3.01118 1.82433 -1.60093  0.024
H 0.07159 -2.95870 -1.91278  -0.031
C -2.75710 -0.06668 -0.58517  1.358
O -3.94808 -0.44413 -1.08056  -1.060
H -6.33178 -0.51430 -2.15145  -0.036
C 2.78913 1.99234 -0.54970  0.011
H 0.05405 -3.16865 -0.13108  0.040
O -2.58467 0.58374 0.43338  -0.025
H 0.52420 2.12899 -0.53741  -0.170
C -6.33467 -0.57595 -1.05557  0.001
H -0.41938 -0.04946 0.21089  0.310

Forces on atoms 1 to 2 (eV/Å):
H 0.025 0.220 -0.144
C -0.274 -1.606 0.057

[4]
This record from the Open Molecules 2025 dataset describes C16H22MoN3O3S3SbSi as an isolated structure. The level of theory is wB97M-V/def2-TZVPD.

multiplicity	2
highest occupied orbital energy (alpha / beta)	-0.3943 / -0.3829	Eh
ΔE to the lowest compared entry with this formula, charge and spin	0.000	eV
net charge	+1
F_max	0.15	eV/Å
total energy	-76338.047	eV
<S²>	0.7688
Kohn-Sham gap (alpha / beta)	0.2500 / 0.2524	hartree

Last column: Mulliken spin population.
Atoms and positions in Å:
H 3.97271 1.40473 -2.51562  0.000
S 2.22824 -0.91497 1.18130  0.090
S 2.82123 1.29841 4.18581  0.000
H -0.86347 2.83783 -0.46321  0.004
H 0.66735 -0.92802 -1.93382  0.008
H 2.34758 4.94367 3.17801  0.000
C 0.14798 1.08473 -1.31514  0.039
Mo 0.30743 0.16421 0.65423  1.032
H 3.36229 4.34674 1.15972  0.001
S -0.61180 0.64365 2.79205  -0.015
O -4.09135 -5.38637 1.71837  0.000
H -1.64709 -1.70420 -2.28740  0.000
Sb 1.39137 -0.48447 3.52263  -0.005
N -2.72039 -6.45795 0.27316  0.000
H -2.50413 -0.84412 1.54428  -0.001
N 1.89312 4.21846 2.63896  0.001
H -3.54791 -0.32613 -1.47051  -0.001
O 1.37515 2.08102 1.05746  -0.032
C -2.23068 1.24000 -0.71065  0.006
C -2.26619 -4.14106 0.88535  -0.002
C 1.85296 3.05628 0.48926  0.002
H -3.03723 1.80287 -0.25681  0.001
Si 1.65468 1.95159 -1.97892  0.005
C 2.27418 4.28933 1.24645  -0.003
H 3.39751 0.39116 -1.18622  0.000
N -0.81098 -1.76114 0.80058  -0.020
O 2.02316 3.15565 -0.80262  0.006
C -0.95107 -4.12188 0.44082  -0.005
C -3.11857 -5.38485 0.99795  -0.001
H 1.02187 2.26712 -4.32180  0.000
C -2.08255 -1.78571 1.22748  -0.014
H -3.30667 -7.27599 0.29951  0.000
C -2.52123 -0.01052 -1.35091  -0.013
H 2.92316 0.03353 -2.85355  0.000
C -0.99246 1.81547 -0.79964  -0.028
C -0.26574 -2.92391 0.41244  -0.003
H 0.40143 3.58529 -3.32815  0.000
H -3.84645 -2.92770 1.66123  0.000
H 0.89270 4.31629 2.76266  0.000
H 2.24324 2.28036 3.44968  0.001
C 3.11792 0.83850 -2.14115  0.000
H -2.02994 -6.39202 -0.45140  0.000
C -0.13622 -0.30862 -1.54350  -0.043
H 1.87988 5.14647 0.68812  0.000
H -0.42959 -5.02123 0.14331  0.000
C 1.26193 2.93435 -3.49101  0.000
C -2.83169 -2.94421 1.28979  -0.010
C -1.48649 -0.75469 -1.79276  -0.010
H 0.76200 -2.88170 0.08377  0.010
H 2.10884 3.55377 -3.78963  0.000

Forces on atoms 1 to 2 (eV/Å):
H -0.001 0.003 -0.006
S -0.014 0.012 -0.008

[5]
This record from the Open Molecules 2025 dataset describes one molecule with the formula C16H22N2O. The level of theory is wB97M-V/def2-TZVPD.

multiplicity	1
highest occupied orbital energy	-0.3145	Eh
ΔE to the lowest compared entry with this formula, charge and spin	0.000	eV
net charge	0
F_max	0.64	eV/Å
total energy	-21978.363	eV
Kohn-Sham gap	0.3382	hartree

Last column: Löwdin charge in e.
Atoms and positions in Å:
C -5.54902 -1.08717 -0.11950  -0.111
H 3.59156 2.77266 0.75473  0.114
N -1.26516 0.15701 -0.50513  0.144
H -3.46532 -1.57333 0.07305  0.099
H -5.88505 -1.99120 0.38252  0.070
C 2.84744 2.65533 -0.03131  -0.115
C 0.81867 -1.01418 -0.10162  -0.086
C 0.89876 -3.48542 0.38764  -0.197
H -0.22397 -2.53235 -1.17649  0.124
H 3.35156 2.80000 -0.99030  0.119
C 0.83782 1.38142 -0.19023  -0.091
H 0.38892 -4.42569 0.16745  0.110
H -0.84804 -2.22956 0.45274  0.112
H -4.09946 -0.58309 1.38871  0.119
H 1.52389 3.85817 1.17780  0.112
H 1.77903 4.52721 -0.43420  0.104
N 2.88842 0.17049 0.10256  0.168
H -6.23247 -0.28007 0.13267  0.074
C 0.11983 0.19929 -0.25054  -0.108
H -5.59594 -1.25264 -1.19399  0.073
C 2.28360 -3.46051 -0.24569  -0.200
H 3.27395 -2.31796 1.28769  0.122
H -1.56930 -0.61704 -1.07796  0.135
C -2.23798 0.89828 0.09396  -0.474
H -4.29828 1.36283 -0.13744  0.124
O -2.02691 1.73661 0.94014  0.078
C 1.64884 3.60216 0.12523  -0.165
H 0.19438 3.01078 -1.40173  0.125
H -3.63516 0.39625 -1.47010  0.120
C 2.22029 1.29496 -0.00991  -0.239
H -0.46999 3.04094 0.23523  0.095
C 2.19865 -0.96954 0.06496  -0.227
H 0.99846 -3.40175 1.47170  0.120
C 0.06768 -2.31965 -0.13982  -0.151
C -4.12937 -0.73694 0.30830  -0.255
C 0.41885 2.80869 -0.34983  -0.122
C -3.63304 0.53548 -0.38677  -0.122
C 3.02204 -2.21583 0.22783  -0.137
H 3.96072 -2.07958 -0.31112  0.115
H 2.18709 -3.44428 -1.33366  0.117
H 2.84619 -4.35418 0.02961  0.109

Forces on atoms 1 to 2 (eV/Å):
C 0.214 -0.033 0.106
H 0.064 -0.017 -0.025

The highest F_max belongs to which entry? C16H22ClN5